Entry 1:
57
Properties=species:S:1:pos:R:3:forces:R:3 method="wB97M-V/def2-TZVPD" e_homo_ha=-0.417 orbital_gap_ha=0.3107 total_charge=+1 de_lowest_kcal_mol=26.7 fmax_ev_per_a=1.42
C 2.614 0.587 1.850 0.9 0.0 0.2
H 2.985 1.612 1.858 -0.1 -0.1 0.0
H 3.115 0.000 1.080 -0.1 0.1 0.1
H 2.759 0.127 2.825 0.0 0.1 0.0
O 1.197 0.603 1.633 -0.2 0.3 -0.5
C 0.764 1.341 0.513 -0.1 0.4 -0.3
C -0.102 2.396 0.736 0.3 -0.2 -0.1
C -0.617 3.133 -0.323 0.1 0.1 -0.2
C -0.212 2.807 -1.609 0.0 0.1 0.2
C 0.664 1.762 -1.845 0.3 -0.3 0.0
C 1.153 0.994 -0.792 -0.1 0.2 0.2
O 1.971 -0.070 -0.910 -0.1 0.1 0.2
C 2.201 -0.668 -2.183 0.1 -0.2 -0.2
C 2.695 -2.060 -1.893 -0.1 0.2 -0.1
C 3.971 -2.248 -1.379 -0.1 0.0 -0.1
C 4.413 -3.510 -1.031 0.0 -0.1 0.1
C 3.568 -4.597 -1.199 -0.1 0.2 -0.1
C 2.294 -4.427 -1.719 0.1 -0.1 0.1
C 1.863 -3.158 -2.057 0.1 0.1 0.0
H 0.870 -3.027 -2.463 -0.1 0.0 -0.1
H 1.650 -5.282 -1.855 0.0 -0.1 0.0
Cl 4.105 -6.175 -0.756 0.1 -0.2 0.0
H 5.404 -3.654 -0.631 0.1 0.0 0.0
H 4.625 -1.399 -1.248 0.1 0.1 0.0
H 2.950 -0.086 -2.734 -0.2 0.0 0.1
H 1.271 -0.702 -2.761 0.1 0.0 0.0
H 0.967 1.544 -2.856 0.1 -0.1 -0.1
H -0.575 3.381 -2.448 -0.1 0.1 -0.1
C -1.641 4.205 -0.057 0.0 0.0 0.0
N -2.890 3.577 0.356 -0.2 0.3 0.2
H -3.484 4.245 0.830 0.1 0.0 0.0
C -3.618 2.904 -0.702 -0.3 -0.2 0.1
H -2.905 2.595 -1.470 -0.1 0.0 0.0
H -4.375 3.544 -1.175 0.2 0.0 0.0
C -4.314 1.639 -0.150 0.2 0.2 -0.2
C -3.259 0.749 0.418 0.0 -0.1 0.1
C -2.914 0.854 1.763 0.1 -0.2 0.0
C -1.817 0.176 2.265 0.0 0.0 0.2
C -1.084 -0.612 1.403 0.6 -0.1 0.1
C -1.420 -0.774 0.073 0.1 -0.1 -0.1
C -2.519 -0.091 -0.413 0.0 0.0 0.2
H -2.793 -0.187 -1.453 0.0 0.0 -0.1
H -0.809 -1.404 -0.553 0.1 -0.1 -0.2
S 0.449 -1.295 1.980 -1.0 -1.0 0.1
O 0.755 -1.182 3.360 -0.1 0.4 0.1
O 1.278 -1.968 1.047 -0.1 0.3 -0.2
N -0.634 -3.103 2.369 0.1 -0.3 0.2
H -1.409 -3.360 1.765 0.0 0.1 0.0
H 0.096 -3.805 2.282 -0.1 -0.1 0.0
H -0.945 -3.082 3.336 -0.1 0.0 0.0
H -1.504 0.269 3.292 0.0 0.1 0.2
H -3.489 1.496 2.410 0.0 0.1 0.1
H -5.026 1.931 0.620 -0.1 0.0 0.0
H -4.848 1.150 -0.964 -0.1 -0.1 0.0
H -1.758 4.839 -0.950 0.1 0.0 0.1
H -1.302 4.835 0.768 0.0 0.1 -0.1
H -0.385 2.635 1.748 0.0 0.0 0.2

---

Entry 2:
19
Properties=species:S:1:pos:R:3:forces:R:3 method="wB97M-V/def2-TZVPD" e_homo_ha=-0.345 orbital_gap_ha=0.3707 smiles="C[C@@H](N)CC(=O)O.O" total_charge=0 de_lowest_kcal_mol=32.2 fmax_ev_per_a=3.41
C 0.717 -0.338 1.934 2.7 -0.5 2.0
C 0.714 0.526 0.704 -0.4 -1.5 -2.3
C -0.483 0.160 -0.204 -1.8 1.3 0.8
C -0.544 1.050 -1.420 2.0 1.2 -1.0
O -0.296 2.351 -1.046 -0.4 -0.2 0.9
O -0.587 0.802 -2.594 -0.6 -0.9 0.3
N 1.879 0.341 -0.197 0.3 1.2 0.4
H 1.764 -0.745 1.964 -0.7 0.3 0.2
H 0.677 0.218 2.901 -0.5 -0.3 -0.8
H 0.158 -1.267 2.030 -0.8 0.3 -0.5
H 0.664 1.581 0.916 0.0 0.2 0.2
H -1.447 0.406 0.307 0.6 -0.4 0.0
H -0.544 -0.897 -0.423 0.4 0.1 -0.3
H -0.034 2.896 -1.798 -0.3 -0.4 -0.3
H 2.723 0.724 0.205 0.0 -0.1 0.0
H 2.089 -0.555 -0.611 -0.5 -0.3 0.4
H -1.694 -2.328 -0.718 0.1 -0.7 -0.3
H -3.138 -2.818 -1.160 0.3 -0.4 -0.1
O -2.617 -2.108 -0.790 -0.6 0.9 0.4

---

Entry 3:
71
Properties=species:S:1:pos:R:3:forces:R:3 method="wB97M-V/def2-TZVPD" e_homo_ha="-0.478 / -0.497" orbital_gap_ha="0.2965 / 0.2473" total_charge=+2 multiplicity=3 de_lowest_kcal_mol=6.1 fmax_ev_per_a=2.77
Pt 11.813 9.926 7.233 -0.8 0.2 0.1
C 11.540 6.261 5.566 0.6 0.7 -0.1
C 10.140 6.528 6.080 0.1 0.6 -0.4
Sb 10.124 7.962 7.665 -1.0 1.0 -1.4
C 8.102 8.737 7.516 -0.3 0.5 -1.0
C 7.835 9.343 6.063 0.9 1.2 2.3
C 10.359 6.958 9.439 0.0 -0.3 2.5
C 9.226 5.967 9.881 0.9 0.5 -0.3
H 11.572 5.742 4.627 -0.4 -0.5 -0.5
H 12.077 5.641 6.274 0.4 0.1 0.2
H 12.092 7.192 5.335 -0.1 -0.3 0.5
H 9.674 5.620 6.408 -0.4 -0.4 0.3
H 9.514 6.975 5.301 0.0 -0.1 0.2
H 7.972 9.504 8.294 0.3 -0.1 -0.4
H 7.322 8.005 7.723 0.3 -0.4 0.0
H 8.659 10.045 5.826 -0.3 -0.4 -0.1
H 6.932 9.953 6.127 0.0 -0.2 -0.2
H 7.733 8.627 5.288 -0.1 -0.8 -0.6
H 10.602 7.659 10.308 -0.4 -0.6 -1.3
H 11.309 6.461 9.235 0.0 -0.4 0.3
H 8.240 6.389 9.845 -0.4 0.7 0.3
H 9.418 5.589 10.886 0.0 0.1 -0.1
H 9.140 5.132 9.218 0.3 -0.7 -0.5
C 16.665 13.832 6.248 -0.4 -0.1 1.0
C 15.575 13.301 7.177 0.5 0.0 -0.5
C 14.998 14.376 8.069 0.4 0.2 0.3
O 14.461 12.753 6.372 -0.4 -1.2 0.3
P 14.279 11.148 6.208 0.5 0.8 0.3
S 12.649 10.736 5.113 -0.1 0.1 0.4
S 14.065 10.093 7.951 0.0 0.6 -0.3
O 15.587 10.758 5.475 0.7 0.0 -0.4
C 16.449 9.579 5.551 0.2 -0.6 0.8
C 15.696 8.265 5.660 -1.0 -0.7 -0.5
C 17.513 9.791 6.607 0.4 -0.1 1.8
H 17.543 13.988 6.866 0.3 0.0 0.0
H 16.392 14.792 5.851 -0.2 0.4 -0.4
H 16.900 13.140 5.465 0.1 -0.4 -0.4
H 16.028 12.511 7.784 -0.4 -0.2 0.0
H 14.755 15.254 7.479 0.0 0.3 -0.2
H 15.699 14.701 8.874 -0.5 -0.4 -0.6
H 14.074 14.027 8.496 -0.3 -0.2 0.5
H 17.013 9.547 4.643 -0.2 0.4 -1.0
H 15.327 8.061 6.674 0.1 0.1 -0.4
H 16.379 7.449 5.387 0.0 0.3 0.1
H 14.829 8.169 4.930 1.0 0.4 0.9
H 17.207 9.773 7.694 -0.3 -0.3 -1.1
H 18.014 10.752 6.522 0.0 0.2 -0.5
H 18.313 9.038 6.520 -0.4 0.1 -0.1
C 11.600 11.488 10.397 1.4 -0.7 1.7
C 10.222 11.488 9.867 0.5 -0.1 -1.8
C 9.074 11.795 10.750 -0.1 0.8 -0.8
O 10.030 11.220 8.673 0.0 -0.1 0.7
H 11.644 10.928 11.358 -0.3 0.2 -0.4
H 11.940 12.480 10.729 -0.3 0.0 -0.4
H 12.396 11.010 9.791 -0.8 0.5 -0.1
H 9.258 12.656 11.383 0.1 0.0 0.3
H 8.924 10.928 11.350 -0.3 -0.6 0.7
H 8.205 11.993 10.125 -0.1 -0.2 0.2
N 9.118 15.058 6.019 -0.9 0.9 -0.2
C 9.025 16.022 7.155 0.6 0.1 -1.2
C 10.457 16.395 7.573 -1.0 0.9 0.3
N 11.218 16.600 6.290 -1.3 0.3 -0.3
H 8.287 15.193 5.414 0.9 -0.3 0.4
H 9.110 14.096 6.340 0.0 0.0 0.0
H 10.737 15.862 5.652 0.4 0.6 0.5
H 8.527 15.581 7.991 -0.5 0.1 0.6
H 8.525 16.941 6.795 0.0 -0.6 0.3
H 10.875 15.578 8.141 0.6 -0.2 -0.1
H 10.440 17.305 8.216 0.3 -0.6 -0.6
H 12.194 16.413 6.433 0.7 0.0 -0.3
H 11.070 17.554 5.871 0.3 -1.1 0.6

---

Entry 4:
20
Properties=species:S:1:pos:R:3:forces:R:3 method="wB97M-V/def2-TZVPD" e_homo_ha="-0.885 / -0.906" orbital_gap_ha="0.1481 / 0.0987" total_charge=+4 multiplicity=2 de_lowest_kcal_mol=17.9 fmax_ev_per_a=8.47
O -2.432 -2.807 -0.096 1.9 2.2 0.8
C -1.869 -1.744 -0.081 -3.3 -2.5 -2.3
O -1.447 0.411 0.968 1.3 0.3 0.6
C -1.350 1.540 0.318 -7.6 -2.3 -2.9
C -2.434 -0.567 0.761 -0.7 0.0 1.6
O -2.336 1.948 -0.396 1.4 -0.5 1.8
O -0.277 2.104 0.159 4.7 1.7 0.4
H -1.429 -1.432 -1.072 0.9 0.0 0.3
H -3.343 -0.201 0.267 0.2 -0.1 -0.1
H -2.666 -1.002 1.746 -0.1 0.2 -0.2
O 3.173 -2.314 -0.883 -0.2 1.4 0.6
C 2.513 -1.105 -0.754 -0.8 -0.2 0.8
C 3.444 -0.166 -0.021 -0.4 0.1 -0.2
O 3.119 1.119 0.063 1.0 -2.5 0.3
H 2.606 -2.963 -1.313 -0.5 -1.5 -0.8
H 1.431 -1.212 -0.243 1.8 -0.2 -0.7
H 4.501 -0.195 -0.412 0.8 -0.2 0.2
H 3.705 -0.531 1.012 0.7 -0.1 0.5
Bi 1.664 2.515 -0.152 -0.9 4.4 -0.4
H 2.261 -0.671 -1.737 -0.1 -0.3 -0.6

---

Entry 5:
16
Properties=species:S:1:pos:R:3:forces:R:3 method="wB97M-V/def2-TZVPD" e_homo_ha=-0.522 orbital_gap_ha=0.3770 total_charge=+1 de_lowest_kcal_mol=65.8 fmax_ev_per_a=5.16
C -1.190 0.173 -0.628 4.8 -1.4 1.1
C 0.797 0.067 0.961 1.1 1.5 -1.2
C -0.046 0.000 2.200 0.0 -0.4 0.3
N -1.640 0.172 -1.828 -4.4 1.0 -0.7
N 2.012 0.390 0.961 -0.8 -1.2 1.2
N 0.110 -0.100 -0.408 -1.9 0.0 1.4
N 0.925 -0.340 -1.494 -1.0 1.5 -0.4
H -1.704 0.216 0.241 -2.2 0.5 2.2
H 0.539 0.290 3.111 -0.5 0.8 -1.2
H -0.088 -1.070 2.470 -1.0 0.1 -0.6
H -1.034 0.524 2.051 1.1 -0.8 0.8
H -2.578 0.605 -2.068 1.5 -1.0 0.6
H 2.627 0.283 0.171 -0.2 0.5 -0.5
H 0.426 -0.924 -2.136 0.3 -0.8 -0.3
H -0.941 0.407 -2.432 2.0 0.6 -2.8
H 1.786 -0.692 -1.172 1.0 -0.8 0.0

---

Entry 6:
11
Properties=species:S:1:pos:R:3:forces:R:3 method="wB97M-V/def2-TZVPD" e_homo_ha=-0.411 orbital_gap_ha=0.4377 smiles=CCC(F)(Cl)Cl total_charge=0 de_lowest_kcal_mol=27.9 fmax_ev_per_a=2.45
C -0.438 0.572 1.314 0.0 -0.8 -2.0
C 0.320 -0.452 0.242 0.6 -0.2 1.0
C 0.325 -0.164 -1.239 -2.1 -0.3 0.2
H 0.343 1.173 1.827 -0.7 -1.1 0.5
H -1.179 -0.124 1.807 1.4 1.1 0.5
H -1.111 1.381 0.888 1.0 -1.2 -0.2
H -0.236 -1.422 0.036 0.4 1.0 1.8
H 1.425 -0.725 0.564 -2.3 0.6 -0.5
F 0.261 -1.379 -1.855 0.3 -0.8 -0.5
Cl -1.331 0.524 -1.591 0.5 0.4 -0.6
Cl 1.621 0.616 -1.994 1.0 1.4 -0.3